1.
The following is a DFT calculation (ωB97M-V/def2-TZVPD) of 6 unconnected molecules or ions with the total composition C44H53N6O16PS at a distorted geometry.

Calculated values
- M: 984.98 g/mol
- Total charge: 0
- LUMO: -1.0 eV
- Energy above the lowest of the compared OMol25 structures with the same formula, charge and spin: 60.0 kcal/mol
- Structure (SMILES): CCOCCCCC[C@@]1(P(O)(O)=S)C[C@@H](C[C@@H](O)CN)OC1=O.O=[N+]([O-])c1ccccc1.O=[N+]([O-])c1ccccc1.O=[N+]([O-])c1ccccc1.O=[N+]([O-])c1ccccc1.O=[N+]([O-])c1ccccc1

Each line ends with the Löwdin charge.
Element x y z (Å)
C: -5.4116 -3.5339 0.4939  -0.037
C: -4.7261 -2.6660 -0.5519  -0.276
O: -4.0959 -1.5323 0.0363  -0.265
C: -2.6807 -1.6010 0.0555  -0.150
C: -2.0627 -1.3626 -1.3323  -0.151
C: -0.8344 -0.4478 -1.3126  -0.176
C: 0.4753 -1.2112 -1.0261  -0.171
C: 1.5448 -0.2647 -0.4562  -0.146
C: 2.7320 -0.8454 0.3545  -0.356
P: 3.9712 -1.7558 -0.7063  0.231
O: 3.9628 -3.2580 -0.1733  -0.175
O: 3.2590 -1.9447 -2.1335  -0.190
S: 5.7256 -0.9918 -0.7894  0.358
C: 3.4305 0.2557 1.1815  -0.098
C: 3.1639 -0.1183 2.6537  -0.258
C: 2.1379 0.6932 3.4285  -0.072
C: 0.6989 0.6203 2.8978  -0.331
O: -0.1998 0.2269 3.9465  -0.032
C: 0.1775 1.9359 2.2659  -0.224
N: 0.5649 3.1981 2.8707  0.016
O: 2.9065 -1.5360 2.5928  0.096
C: 2.2881 -1.8329 1.4443  -0.480
O: 1.5323 -2.7665 1.3289  0.122
H: -5.9623 -2.9054 1.1951  0.081
H: -4.6868 -4.1459 1.0373  0.079
H: -6.1085 -4.2075 -0.0110  0.073
H: -5.4761 -2.2884 -1.2568  0.102
H: -4.0020 -3.2697 -1.1047  0.114
H: -2.3628 -2.5772 0.4459  0.133
H: -2.3402 -0.8489 0.7722  0.130
H: -2.8289 -0.9693 -2.0030  0.064
H: -1.7392 -2.3324 -1.7309  0.127
H: -0.7442 0.0411 -2.2874  0.100
H: -0.9674 0.3317 -0.5536  0.109
H: 0.7967 -1.6691 -1.9634  0.108
H: 0.2645 -1.9939 -0.2998  0.102
H: 1.0383 0.4501 0.1858  0.074
H: 1.9767 0.3317 -1.2737  0.128
H: 3.0959 -3.6776 -0.2905  0.089
H: 2.8026 -1.1450 -2.4214  0.063
H: 3.1735 1.2773 0.8901  0.137
H: 4.5081 0.2003 1.0257  0.036
H: 4.1001 -0.0021 3.1787  0.115
H: 2.5288 1.7096 3.5080  0.112
H: 2.1235 0.2894 4.4453  0.120
H: 0.5901 -0.1787 2.1606  0.128
H: -0.1035 0.8521 4.6719  0.084
H: 0.4079 1.9747 1.1991  0.099
H: -0.9134 1.8692 2.3305  0.120
H: 1.5413 3.4230 2.7500  0.059
H: 0.3170 3.2543 3.8483  0.065
O: 0.5379 2.9491 -3.1038  0.076
N: -0.5307 2.6809 -3.6139  -0.352
O: -1.5482 2.4163 -3.0100  0.068
C: -0.6383 2.7107 -5.0822  -0.149
C: 0.4265 3.1319 -5.8541  -0.003
C: 0.2698 3.1359 -7.2317  -0.066
C: -0.9264 2.7148 -7.8040  -0.068
C: -1.9765 2.2806 -7.0038  -0.053
C: -1.8296 2.2817 -5.6275  0.000
H: 1.3458 3.4581 -5.3913  0.119
H: 1.0852 3.4661 -7.8600  0.107
H: -1.0345 2.7130 -8.8804  0.106
H: -2.8998 1.9319 -7.4448  0.110
H: -2.6155 1.9317 -4.9766  0.111
O: 6.4654 0.9780 4.6526  0.090
N: 5.6978 0.2527 5.2484  -0.327
O: 4.4882 0.3964 5.2450  0.038
C: 6.2533 -0.8707 6.0135  -0.141
C: 7.6260 -1.0307 6.0548  0.002
C: 8.1435 -2.0865 6.7864  -0.060
C: 7.2907 -2.9566 7.4535  -0.065
C: 5.9148 -2.7786 7.3899  -0.059
C: 5.3830 -1.7258 6.6642  0.005
H: 8.2724 -0.3469 5.5261  0.121
H: 9.2137 -2.2298 6.8343  0.110
H: 7.7007 -3.7787 8.0244  0.109
H: 5.2532 -3.4607 7.9050  0.110
H: 4.3162 -1.5741 6.6006  0.122
O: -5.2816 0.1523 -5.5732  0.063
N: -4.8148 -0.3120 -4.5515  -0.346
O: -3.8188 -1.0028 -4.5043  0.070
C: -5.4887 -0.0123 -3.2771  -0.126
C: -6.6432 0.7476 -3.2885  -0.011
C: -7.2674 1.0122 -2.0802  -0.068
C: -6.7325 0.5218 -0.8949  -0.036
C: -5.5674 -0.2345 -0.9088  -0.059
C: -4.9357 -0.5088 -2.1098  -0.015
H: -7.0422 1.1217 -4.2190  0.114
H: -8.1731 1.6026 -2.0649  0.103
H: -7.2258 0.7312 0.0448  0.107
H: -5.1452 -0.6128 0.0125  0.076
H: -4.0288 -1.0938 -2.1366  0.063
O: -4.5427 -4.8721 -2.7385  0.068
N: -5.5054 -4.5500 -3.4033  -0.337
O: -6.6324 -4.4378 -2.9683  0.081
C: -5.2851 -4.2495 -4.8273  -0.153
C: -4.0110 -4.3830 -5.3458  -0.005
C: -3.8116 -4.1020 -6.6874  -0.060
C: -4.8763 -3.6944 -7.4802  -0.065
C: -6.1464 -3.5627 -6.9344  -0.062
C: -6.3600 -3.8422 -5.5945  -0.003
H: -3.1953 -4.6978 -4.7131  0.120
H: -2.8230 -4.2011 -7.1133  0.109
H: -4.7155 -3.4775 -8.5276  0.107
H: -6.9733 -3.2414 -7.5521  0.109
H: -7.3396 -3.7447 -5.1519  0.119
O: 3.3211 8.0894 4.2676  0.079
N: 4.3903 7.5196 4.2212  -0.357
O: 5.4017 7.9839 3.7401  0.078
C: 4.4662 6.1621 4.7917  -0.149
C: 3.3203 5.5973 5.3185  -0.007
C: 3.3987 4.3169 5.8435  -0.068
C: 4.6047 3.6272 5.8346  -0.070
C: 5.7430 4.2189 5.3023  -0.058
C: 5.6787 5.4986 4.7746  0.002
H: 2.3918 6.1480 5.3174  0.119
H: 2.5135 3.8551 6.2604  0.106
H: 4.6477 2.6278 6.2399  0.087
H: 6.6792 3.6797 5.2905  0.102
H: 6.5518 5.9739 4.3543  0.120


2.
The following is a DFT calculation (ωB97M-V/def2-TZVPD) of 10 unconnected molecules or ions with the total composition C44H54F27NO22.

Calculated values
- M: 1461.85 g/mol
- Total charge: 0
- LUMO: -1.0 eV
- Structure (SMILES): CN(C)C(=O)CC1=CC(=O)OC1=O.CCOC(=O)C(F)(F)F.CCOC(=O)C(F)(F)F.CCOC(=O)C(F)(F)F.CCOC(=O)C(F)(F)F.CCOC(=O)C(F)(F)F.CCOC(=O)C(F)(F)F.CCOC(=O)C(F)(F)F.CCOC(=O)C(F)(F)F.CCOC(=O)C(F)(F)F

Each line ends with the Löwdin charge.
Element x y z (Å)
C: 0.0669 -5.4921 -1.7395  -0.043
N: -0.8120 -4.3197 -1.8224  -0.118
C: -1.0341 -3.8287 -3.1841  -0.053
C: -1.9051 -4.4313 -0.9846  -0.460
O: -1.9034 -5.1687 -0.0250  0.092
C: -3.1292 -3.5743 -1.3018  -0.023
C: -4.1939 -4.3240 -2.0442  -0.091
C: -5.0569 -3.8283 -2.9244  0.106
C: -5.6493 -4.9653 -3.6753  -0.427
O: -6.0647 -4.9877 -4.7888  0.173
O: -5.4082 -6.1146 -2.9428  0.129
C: -4.5389 -5.7870 -1.9070  -0.382
O: -4.3462 -6.5320 -1.0051  0.193
H: -0.4868 -6.4202 -1.8948  0.099
H: 0.5328 -5.5456 -0.7614  0.089
H: 0.8425 -5.4062 -2.4945  0.081
H: -1.8811 -4.2988 -3.6916  0.097
H: -1.1258 -2.7493 -3.2064  0.052
H: -0.1567 -4.0594 -3.7808  0.089
H: -2.8507 -2.7548 -1.9606  0.100
H: -3.5018 -3.1426 -0.3739  0.141
H: -5.2401 -2.8018 -3.1987  0.141
C: 0.5954 2.7587 0.4978  -0.052
C: 1.5621 1.7207 -0.0221  -0.185
O: 0.8715 0.6388 -0.6954  0.037
C: 0.4967 0.8755 -1.9385  -0.406
O: 0.6549 1.8702 -2.5803  0.178
C: -0.1769 -0.3887 -2.5214  -0.545
F: -1.0663 -0.9074 -1.6638  0.157
F: 0.7523 -1.3208 -2.7795  0.161
F: -0.8092 -0.1080 -3.6553  0.176
H: -0.1412 2.2980 1.1563  0.086
H: 1.1410 3.5160 1.0600  0.085
H: 0.0681 3.2478 -0.3201  0.080
H: 2.0988 1.2364 0.7903  0.126
H: 2.2919 2.1536 -0.7058  0.116
C: 5.3131 -1.5492 -1.9722  -0.057
C: 6.5979 -0.7568 -1.8961  -0.181
O: 6.3557 0.6584 -2.1001  0.049
C: 5.8847 1.3281 -1.0712  -0.403
O: 5.6363 0.9148 0.0253  0.151
C: 5.6967 2.8174 -1.4497  -0.552
F: 5.0816 2.9468 -2.6257  0.174
F: 6.8834 3.4292 -1.5232  0.173
F: 4.9639 3.4283 -0.5212  0.161
H: 4.7856 -1.3670 -2.9065  0.071
H: 5.5310 -2.6134 -1.8876  0.089
H: 4.6581 -1.2626 -1.1492  0.077
H: 7.2930 -1.0244 -2.6862  0.114
H: 7.0979 -0.8984 -0.9383  0.127
C: 4.4668 0.7756 -8.8868  -0.057
C: 4.0476 -0.6656 -8.7155  -0.183
O: 5.0435 -1.4192 -7.9764  0.038
C: 5.0228 -1.2754 -6.6661  -0.406
O: 4.2782 -0.6116 -6.0076  0.171
C: 6.1179 -2.1590 -6.0239  -0.533
F: 7.2878 -2.0482 -6.6514  0.180
F: 5.7448 -3.4488 -6.0628  0.155
F: 6.2865 -1.8139 -4.7495  0.158
H: 5.4420 0.8346 -9.3703  0.085
H: 3.7380 1.2952 -9.5081  0.085
H: 4.5257 1.2844 -7.9258  0.079
H: 3.9784 -1.1779 -9.6717  0.126
H: 3.0898 -0.7525 -8.2042  0.126
C: 5.0839 -6.6313 -6.6626  -0.056
C: 6.5392 -7.0363 -6.6363  -0.188
O: 6.6925 -8.4413 -6.3288  0.034
C: 6.4992 -9.2777 -7.3350  -0.404
O: 6.2216 -9.0059 -8.4649  0.171
C: 6.7303 -10.7307 -6.8558  -0.552
F: 6.1121 -10.9662 -5.6951  0.168
F: 8.0416 -10.9442 -6.6815  0.166
F: 6.2795 -11.5941 -7.7564  0.177
H: 4.6007 -6.8815 -5.7176  0.087
H: 5.0056 -5.5588 -6.8234  0.060
H: 4.5497 -7.1399 -7.4642  0.081
H: 7.0782 -6.5233 -5.8431  0.125
H: 7.0351 -6.8225 -7.5824  0.127
C: 6.0747 2.5890 3.3522  -0.053
C: 5.6240 1.1653 3.5831  -0.185
O: 6.4947 0.4805 4.5177  0.040
C: 6.2779 0.7339 5.7946  -0.405
O: 5.4411 1.4478 6.2637  0.162
C: 7.2614 -0.0822 6.6666  -0.550
F: 8.5111 -0.0009 6.2025  0.168
F: 6.8995 -1.3722 6.6693  0.166
F: 7.2480 0.3597 7.9189  0.172
H: 7.1097 2.6087 3.0100  0.086
H: 5.4476 3.0491 2.5887  0.077
H: 6.0031 3.1788 4.2653  0.078
H: 5.6858 0.5865 2.6651  0.109
H: 4.6005 1.1188 3.9537  0.126
C: -8.8515 -5.9244 0.4586  -0.052
C: -7.4140 -5.4606 0.4528  -0.178
O: -7.3146 -4.0176 0.3423  0.030
C: -7.5021 -3.3282 1.4520  -0.407
O: -7.7519 -3.7430 2.5436  0.177
C: -7.2963 -1.8228 1.1595  -0.543
F: -7.9370 -1.4421 0.0508  0.168
F: -5.9887 -1.5687 0.9886  0.158
F: -7.7355 -1.0858 2.1729  0.167
H: -9.3752 -5.5589 -0.4250  0.085
H: -8.8806 -7.0134 0.4563  0.087
H: -9.3770 -5.5648 1.3423  0.079
H: -6.8825 -5.8315 -0.4195  0.107
H: -6.8761 -5.7873 1.3415  0.134
C: -8.6747 1.6342 3.2924  -0.069
C: -9.1716 2.7907 4.1275  -0.184
O: -9.0175 4.0513 3.4291  0.030
C: -9.9415 4.3301 2.5258  -0.406
O: -10.8901 3.6713 2.2213  0.174
C: -9.6518 5.7159 1.9024  -0.547
F: -8.3598 5.8412 1.5746  0.153
F: -9.9482 6.6804 2.7842  0.166
F: -10.3824 5.9030 0.8123  0.180
H: -7.6380 1.7931 2.9947  0.085
H: -8.7319 0.7119 3.8690  0.081
H: -9.2753 1.5144 2.3919  0.080
H: -8.5818 2.9109 5.0330  0.126
H: -10.2169 2.6688 4.4083  0.127
C: 3.7051 3.1871 9.0303  -0.060
C: 2.8237 4.2679 9.6097  -0.188
O: 2.7249 5.4000 8.7111  0.035
C: 1.8788 5.2708 7.7055  -0.407
O: 1.1732 4.3389 7.4562  0.168
C: 1.8781 6.5655 6.8577  -0.551
F: 3.1203 6.9855 6.6016  0.167
F: 1.2359 7.5387 7.5171  0.167
F: 1.2572 6.3631 5.7007  0.170
H: 4.6901 3.5849 8.7863  0.085
H: 3.8270 2.3792 9.7514  0.086
H: 3.2750 2.7724 8.1202  0.075
H: 3.2459 4.6820 10.5223  0.125
H: 1.8218 3.9014 9.8303  0.125
C: -6.3447 7.6220 3.1306  -0.064
C: -4.8885 8.0203 3.1902  -0.186
O: -4.7301 9.4588 3.1562  0.034
C: -4.9261 10.0900 4.3009  -0.406
O: -5.2078 9.6124 5.3593  0.170
C: -4.6907 11.6068 4.1049  -0.551
F: -5.3037 12.0600 3.0076  0.167
F: -3.3781 11.8468 3.9784  0.165
F: -5.1428 12.2869 5.1508  0.175
H: -6.8216 8.0486 2.2486  0.084
H: -6.4287 6.5377 3.0817  0.076
H: -6.8810 7.9701 4.0126  0.083
H: -4.3451 7.6674 2.3167  0.125
H: -4.3972 7.6306 4.0811  0.126


3.
The following is a DFT calculation (ωB97M-V/def2-TZVPD) of 7 unconnected molecules or ions with the total composition C44H56BrIO17 at a distorted geometry.

Calculated values
- M: 1063.72 g/mol
- Total charge: 0
- LUMO: -1.3 eV
- Structure (SMILES): CC[C@H](I)C1=CC(=O)c2c(C[C@H](C)Br)ccc(CC(=O)OC(C)=O)c2C1=O.O=C1CCCO1.O=C1CCCO1.O=C1CCCO1.O=C1CCCO1.O=C1CCCO1.O=C1CCCO1

Each line ends with the Löwdin charge.
Element x y z (Å)
C: -0.6867 3.0970 0.5016  -0.108
C: -0.6217 1.5114 0.7654  -0.286
C: 0.0870 0.6722 -0.4275  -0.644
I: -1.2724 -0.9082 -1.0522  0.932
C: 1.5724 0.1972 -0.1034  -0.147
C: 2.0211 -1.1320 0.0487  0.042
C: 3.5701 -1.4908 0.3309  -0.229
O: 3.9141 -2.4438 1.0748  0.016
C: 4.6175 -0.4897 -0.3853  0.016
C: 6.0048 -0.9330 -0.9198  -0.078
C: 6.5324 -2.4393 -0.7565  -0.195
C: 8.1625 -2.5051 -0.7712  -0.699
C: 8.6228 -3.0248 -2.2197  -0.154
Br: 8.7718 -3.7996 0.6491  0.589
C: 6.8545 0.1868 -1.6307  0.004
C: 6.3671 1.6490 -1.7990  0.009
C: 4.9888 2.1077 -1.2363  -0.078
C: 4.4096 3.5905 -1.3649  -0.043
C: 5.2454 4.5543 -2.3184  -0.345
O: 5.5574 5.6911 -1.8773  0.101
O: 5.6275 4.2363 -3.6640  0.021
C: 4.4633 4.1802 -4.5185  -0.371
C: 4.3521 2.9124 -5.5204  0.007
O: 3.5752 5.0570 -4.5548  0.085
C: 4.1274 1.0017 -0.5280  0.025
C: 2.6720 1.3728 0.0658  -0.220
O: 2.4039 2.4493 0.6456  0.067
H: 0.0118 3.3308 -0.3916  0.073
H: -0.1705 3.5919 1.4085  0.076
H: -1.7354 3.5164 0.3599  0.078
H: -1.6940 1.1282 0.9244  0.068
H: -0.0353 1.2366 1.7248  0.118
H: 0.1711 1.3999 -1.3238  0.092
H: 1.2940 -2.0022 -0.0263  0.055
H: 6.0508 -3.1499 -1.5062  0.125
H: 6.2372 -2.8141 0.2969  0.081
H: 8.6343 -1.5031 -0.4964  0.086
H: 9.6501 -3.5210 -2.1310  0.070
H: 8.6351 -2.0982 -2.9109  0.083
H: 7.8711 -3.8151 -2.5684  0.084
H: 7.8623 -0.1231 -2.0639  0.082
H: 7.0443 2.3846 -2.3542  0.105
H: 4.2520 3.9912 -0.3052  0.142
H: 3.3499 3.5101 -1.8276  0.145
H: 4.5965 3.2370 -6.5937  0.098
H: 3.2925 2.4669 -5.4376  0.100
H: 5.0987 2.1287 -5.1289  0.084
O: 1.8120 -2.2365 7.0296  0.113
C: 2.5738 -2.2445 6.0973  -0.479
C: 3.1581 -3.4716 5.4507  -0.082
C: 4.3003 -2.8927 4.6434  -0.163
C: 3.8035 -1.5022 4.3273  -0.164
O: 2.9961 -1.1252 5.4493  0.031
H: 2.4006 -3.9327 4.8122  0.128
H: 3.5130 -4.1789 6.2000  0.128
H: 4.5480 -3.4738 3.7534  0.112
H: 5.1977 -2.8332 5.2677  0.122
H: 3.1829 -1.4776 3.4270  0.112
H: 4.6242 -0.7922 4.2103  0.130
O: -3.8976 1.8800 -0.6113  0.089
C: -4.0563 2.1792 -1.7671  -0.476
C: -4.5028 1.2498 -2.8617  -0.084
C: -4.1487 2.0315 -4.1063  -0.155
C: -4.2658 3.4627 -3.6391  -0.159
O: -3.8917 3.4391 -2.2569  0.031
H: -5.5795 1.0886 -2.7757  0.115
H: -3.9658 0.3022 -2.8165  0.100
H: -4.7868 1.8044 -4.9621  0.120
H: -3.1133 1.8181 -4.3913  0.121
H: -5.2886 3.8430 -3.7172  0.110
H: -3.5985 4.1287 -4.1892  0.127
O: -2.5298 5.7876 2.9110  0.115
C: -2.5340 4.7561 3.5320  -0.475
C: -3.4748 4.4105 4.6545  -0.083
C: -2.7863 3.2230 5.2927  -0.163
C: -2.0468 2.6100 4.1267  -0.159
O: -1.6995 3.7117 3.2788  -0.002
H: -4.4466 4.1405 4.2344  0.134
H: -3.5742 5.2412 5.3531  0.127
H: -3.4717 2.5282 5.7809  0.119
H: -2.0704 3.5737 6.0430  0.122
H: -2.6710 1.9148 3.5573  0.130
H: -1.1406 2.0915 4.4449  0.130
O: -3.1416 -1.6972 3.3012  0.114
C: -3.6716 -2.4281 2.5050  -0.480
C: -4.7452 -3.4354 2.8164  -0.082
C: -4.7377 -4.3017 1.5752  -0.165
C: -4.2844 -3.3352 0.5060  -0.172
O: -3.4033 -2.4231 1.1707  -0.051
H: -5.6968 -2.9140 2.9437  0.135
H: -4.4979 -4.0094 3.7092  0.129
H: -5.7018 -4.7643 1.3568  0.119
H: -3.9986 -5.1012 1.6902  0.117
H: -5.1163 -2.7673 0.0786  0.132
H: -3.7497 -3.8401 -0.3010  0.125
O: 1.2588 -4.0206 -1.3911  0.092
C: 1.0400 -4.8451 -0.5396  -0.471
C: 1.4165 -4.7304 0.9126  -0.089
C: 1.2666 -6.1581 1.3933  -0.160
C: 0.1909 -6.6983 0.4802  -0.164
O: 0.3686 -6.0081 -0.7617  0.032
H: 0.7143 -4.0567 1.4109  0.138
H: 2.4400 -4.3728 1.0260  0.108
H: 1.0141 -6.2407 2.4519  0.118
H: 2.2021 -6.7016 1.2264  0.124
H: -0.8160 -6.4891 0.8545  0.124
H: 0.2919 -7.7732 0.3204  0.127
O: -8.1833 0.0907 -4.0014  0.121
C: -8.5036 1.2282 -3.7733  -0.475
C: -9.9081 1.7177 -3.5487  -0.079
C: -9.7525 3.2152 -3.7076  -0.162
C: -8.3261 3.4438 -3.2646  -0.163
O: -7.6193 2.2551 -3.6402  0.002
H: -10.2228 1.4458 -2.5384  0.137
H: -10.5913 1.3033 -4.2897  0.131
H: -10.4788 3.7951 -3.1359  0.121
H: -9.8609 3.4853 -4.7628  0.123
H: -8.2424 3.5717 -2.1813  0.134
H: -7.8790 4.3086 -3.7583  0.125